The following is a quantum chemistry calculation of 6 unconnected molecules or ions with the total composition C22H50BN2O19S5 in a non-equilibrium geometry, from OMol25.

Output
Total charge: +1
Kohn-Sham gap, eV: 6.771
Maximum force, eV/Å: 9.2
HOMO energy, eV: -12.09
E_tot, hartree: -4422.5961

The geometry in XYZ format:
```
99
Properties=species:S:1:pos:R:3:forces:R:3
C 0.34638 -1.35046 0.91388 0.83 -1.71 0.14
O -0.15204 0.02842 1.19337 -1.51 -0.13 -3.73
B -0.63104 0.63178 -0.06672 2.43 -0.56 -0.36
O 0.28015 0.57919 -1.26456 -4.02 -1.32 1.56
O -1.95382 1.25010 -0.29659 -0.53 -3.69 2.73
C -2.87912 0.69472 0.70344 0.73 3.19 6.51
O -2.84734 1.24619 1.93736 -0.79 -3.87 -8.36
C -3.90854 -0.57586 0.46464 -2.31 -2.94 -0.98
C -3.50085 -1.99217 -0.26285 -4.21 1.37 1.95
C -4.65742 -3.17890 -0.37185 0.23 2.93 1.36
N -6.08843 -3.00561 0.17936 3.57 3.88 0.33
C -6.53331 -1.69720 0.83463 3.60 0.32 -0.97
C -5.47575 -0.43478 1.01374 0.54 -1.17 -0.91
N -5.92977 0.86054 1.69247 -0.22 -2.84 -3.12
H 1.52276 -1.42702 0.94999 -2.47 0.49 -0.08
H -0.04866 -2.13461 1.71413 0.66 2.07 -1.55
H 0.00699 -1.75814 -0.13616 0.65 0.89 1.93
H -0.29629 0.07880 -1.94364 1.47 1.50 1.07
H -2.39891 -2.10858 -0.67144 -2.70 -0.12 0.86
H -4.33423 -4.20141 -0.86526 -1.15 2.30 1.22
H -6.79214 -3.79316 0.10787 1.30 1.28 0.04
H -7.64174 -1.59797 1.21002 2.51 -0.42 -0.88
H -6.97115 0.95925 1.52309 1.51 -0.25 0.48
H -5.50478 1.68883 1.20548 -0.14 -1.14 0.69
O 1.75545 -4.06785 0.76125 -0.32 -0.40 -0.93
S 2.04561 -4.40925 -0.61595 1.08 -0.47 -0.25
O 0.99967 -4.60689 -1.59547 0.23 0.23 0.97
O 3.04094 -5.69858 -0.64415 -0.40 1.61 -0.23
C 2.64942 -6.87587 0.04666 -0.42 -1.14 0.47
C 1.59921 -7.65062 -0.72748 -0.32 0.05 -0.15
C 3.19862 -3.22289 -1.26201 0.09 -0.15 0.03
H 2.30117 -6.63665 1.05692 0.05 0.15 -0.13
H 3.54517 -7.49812 0.15311 0.01 0.43 -0.11
H 0.65779 -7.09586 -0.77575 0.10 -0.08 0.02
H 1.39867 -8.61443 -0.25064 0.12 0.11 -0.02
H 1.92589 -7.82335 -1.75783 0.03 -0.03 0.19
H 4.01671 -3.10010 -0.55026 -0.09 -0.15 -0.10
H 2.67036 -2.27698 -1.39398 -0.09 -0.14 0.04
H 3.56920 -3.57930 -2.22462 -0.05 0.01 0.16
O -5.03981 -0.00948 -2.54929 -0.61 0.61 0.25
S -5.61364 1.25481 -2.96124 -0.28 0.50 -1.09
O -6.22918 2.16296 -2.01842 0.49 -1.07 -0.17
O -6.65115 0.99112 -4.18920 1.39 0.49 0.66
C -7.69935 0.05106 -4.00462 -1.08 -0.64 0.19
C -8.82079 0.62837 -3.16108 -0.05 0.13 0.30
C -4.39451 2.15414 -3.88817 -0.11 -0.08 -0.12
H -7.31620 -0.87906 -3.57196 0.14 0.14 -0.03
H -8.09029 -0.19271 -4.99892 0.38 0.20 0.08
H -8.49046 0.80012 -2.13262 -0.04 -0.01 -0.10
H -9.67464 -0.05471 -3.13146 0.11 0.05 -0.10
H -9.14928 1.59310 -3.56053 0.02 -0.20 0.00
H -3.95550 1.48960 -4.63423 -0.13 0.06 0.12
H -3.62688 2.49650 -3.19193 -0.16 -0.10 0.06
H -4.87443 3.01132 -4.36346 0.00 -0.15 0.10
O 6.86426 -3.27292 0.28525 0.07 0.82 -0.89
S 6.98430 -1.93009 -0.24374 0.56 0.40 0.77
O 6.62994 -1.60722 -1.60855 0.10 -0.62 0.69
O 8.48711 -1.37571 0.05304 -1.59 0.06 0.17
C 9.59590 -2.14362 -0.39125 1.03 -0.60 -0.55
C 9.81685 -1.98755 -1.88433 -0.22 -0.07 -0.30
C 6.11845 -0.81718 0.83609 0.22 0.07 0.01
H 9.47521 -3.19666 -0.11620 -0.15 0.14 0.02
H 10.47828 -1.77035 0.14071 -0.42 0.10 0.11
H 8.99454 -2.43258 -2.45187 0.11 0.01 0.06
H 10.74417 -2.47916 -2.19242 -0.08 0.09 0.11
H 9.86501 -0.92950 -2.16067 0.14 -0.12 0.10
H 6.41366 -1.02205 1.86654 0.01 -0.03 -0.19
H 5.04818 -0.99030 0.71045 0.14 -0.10 -0.09
H 6.36458 0.20855 0.55636 0.03 -0.08 -0.01
O 7.08754 2.34245 -0.20627 0.64 0.40 -0.55
S 7.77414 2.62699 -1.44926 0.02 0.14 -0.78
O 9.19896 2.87127 -1.50171 -1.18 -0.17 0.49
O 7.00512 3.84293 -2.21343 0.30 -1.39 0.14
C 6.79759 5.06210 -1.51555 0.02 1.13 0.53
C 8.06912 5.88753 -1.44959 0.34 -0.04 0.13
C 7.38377 1.34705 -2.61702 -0.07 0.20 -0.07
H 6.39461 4.87398 -0.51488 0.06 -0.15 -0.11
H 6.03657 5.62321 -2.06954 0.07 -0.41 -0.07
H 8.82323 5.39841 -0.82635 -0.11 0.08 -0.07
H 7.86858 6.87501 -1.02390 -0.06 -0.11 -0.08
H 8.50385 6.01034 -2.44664 -0.14 0.03 0.12
H 6.30438 1.18628 -2.61870 0.18 0.03 0.04
H 7.89862 0.43699 -2.30405 -0.08 0.19 0.10
H 7.73435 1.65173 -3.60455 -0.02 0.05 0.17
O -7.53574 2.35069 6.41429 0.19 0.86 -0.85
S -7.41570 3.69351 5.88530 0.30 0.34 0.40
O -7.77006 4.01638 4.52049 0.25 -0.65 0.82
O -5.91289 4.24789 6.18208 -1.41 0.04 0.24
C -4.80410 3.47999 5.73779 0.91 -0.55 -0.54
C -4.58315 3.63605 4.24471 -0.12 -0.03 -0.32
C -8.28155 4.80642 6.96513 0.19 0.07 0.05
H -4.92479 2.42694 6.01284 -0.15 0.13 0.03
H -3.92172 3.85325 6.26975 -0.40 0.09 0.11
H -5.40546 3.19102 3.67716 0.09 0.02 0.09
H -3.65583 3.14445 3.93661 -0.07 0.05 0.11
H -4.53499 4.69411 3.96837 0.06 -0.13 0.10
H -7.98634 4.60155 7.99558 0.01 -0.01 -0.19
H -9.35182 4.63331 6.83949 0.17 -0.10 -0.10
H -8.03542 5.83215 6.68540 0.00 -0.17 -0.01
```
Forces are in eV/Å.

Results of the Löwdin charge analysis, in e, for atoms 1 through 2: atom 1 (C): -0.08, atom 2 (O): -0.02

=====

The following is a quantum chemistry calculation of a molecular structure, C6H12F8Na4O8P2 in a non-equilibrium geometry, from OMol25.

Output
Total charge: +2
Kohn-Sham gap, eV: 8.734
Maximum force, eV/Å: 2.2
HOMO energy, eV: -15.71
E_tot, hartree: -2968.6911

The geometry in XYZ format:
```
40
Properties=species:S:1:pos:R:3:forces:R:3
Na 1.76325 1.15899 0.45823 -0.28 0.02 -0.74
Na 1.13515 -2.77466 4.04346 0.15 -0.23 -0.67
Na -3.19401 -3.02907 2.70541 -0.25 -0.71 -0.57
Na -1.84092 -4.23381 -1.90595 0.03 0.19 -0.04
P -2.81766 -5.79075 0.80835 0.57 -1.53 0.56
F -3.33737 -5.46380 2.31416 0.19 0.23 0.30
F -2.32246 -7.27398 1.15211 -0.11 0.96 -0.04
F -4.23979 -6.37617 0.41367 0.25 1.04 -0.18
F -2.29436 -5.86810 -0.72866 -0.06 -0.76 -0.51
F -3.21842 -4.20312 0.43583 -0.42 0.13 0.05
F -1.32379 -5.23055 1.19665 -0.44 0.31 0.28
O -0.03912 -0.54637 0.26326 0.61 -0.77 0.21
P -0.22437 -1.94033 0.72243 0.06 -0.13 -0.21
O 0.64674 -2.68225 1.67403 -0.48 0.81 0.64
F -0.42519 -2.93460 -0.51080 -0.15 0.59 0.18
F -1.74803 -1.98258 1.25528 0.37 -0.20 0.16
C 0.95163 0.11851 -3.00868 -0.34 -0.38 -0.42
O 1.96193 0.94746 -3.57736 -0.59 -0.40 0.37
C 2.78089 1.62369 -2.80154 0.96 0.39 -1.30
O 2.94720 1.52523 -1.60549 -0.63 -0.08 0.88
O 3.46912 2.40000 -3.62373 -0.36 0.15 0.08
C 4.37075 3.35929 -3.06998 0.34 -0.18 0.45
H 0.30805 0.63292 -2.29684 0.18 0.21 0.04
H 1.32645 -0.80784 -2.57227 0.40 0.20 0.14
H 0.36116 -0.16761 -3.87682 -0.13 0.05 0.10
H 5.15139 2.81545 -2.53760 0.04 0.27 0.10
H 3.84058 4.04539 -2.41001 0.04 -0.09 0.06
H 4.80415 3.91920 -3.89237 -0.12 -0.17 -0.11
C -1.71574 1.25866 2.39333 1.01 -1.83 0.80
O -1.18705 2.53222 2.66955 -0.04 0.26 -0.13
C -0.38203 3.09909 1.76446 -1.40 0.72 -0.35
O -0.04533 2.61847 0.70235 0.54 -0.60 0.19
O -0.16101 4.32148 2.16323 0.22 0.20 0.71
C -0.01208 5.38529 1.22629 0.73 0.12 -1.24
H -2.04315 1.04862 1.37878 -0.04 0.55 -0.06
H -2.45552 0.99133 3.14685 -0.45 0.82 -0.21
H -0.93267 0.52300 2.64046 0.12 0.02 -0.48
H -0.94432 5.54943 0.68760 -0.21 0.26 0.49
H 0.71331 5.19270 0.43056 0.16 -0.47 0.29
H 0.37266 6.23914 1.77177 -0.47 0.05 0.16
```
Forces are in eV/Å.

Results of the natural (NBO) charge analysis, in e, for atoms 1 through 2: atom 1 (Na): 0.97, atom 2 (Na): 1.00

=====

The following is a quantum chemistry calculation of 2 unconnected molecules or ions with the total composition C4H11IOSi in a non-equilibrium geometry, from OMol25.

Output
Kohn-Sham gap (spin up / spin down), eV: 5.842 / 7.133
Maximum force, eV/Å: 3.3
HOMO energy (spin up / spin down), eV: -6.28 / -7.21
Relative energy (zero: lowest compared OMol25 entry of this formula, charge and spin), kJ/mol: 425.7
E_tot, hartree: -821.2826

The geometry in XYZ format:
```
18
Properties=species:S:1:pos:R:3:forces:R:3
C -1.97603 -0.72428 1.44813 -0.12 -1.21 0.92
C 1.00319 0.02679 -2.64476 -0.27 0.75 -3.09
C -1.72723 -0.78493 -0.03100 0.52 -1.76 1.16
C 2.44981 0.69013 1.07907 0.14 -1.75 -1.70
O -1.33258 0.36132 -0.66343 -0.92 1.30 -0.20
Si 0.00119 0.90759 -1.28582 3.29 -0.20 0.45
I 1.68122 0.56633 3.00893 -0.05 0.23 0.32
H -2.32831 -1.76986 1.82414 0.98 1.70 -0.71
H -1.03590 -0.42208 1.87222 0.34 -0.15 0.90
H -2.73847 -0.04326 1.81087 -0.17 0.33 -0.46
H 0.57815 -0.91988 -3.01297 -0.34 0.22 0.48
H 1.28250 0.54260 -3.72531 -0.98 -0.59 2.90
H 1.95773 -0.25802 -2.25937 0.67 0.03 0.57
H -2.58492 -1.16139 -0.43870 -2.50 -0.56 -1.69
H -1.00757 -1.56047 -0.23763 0.62 -0.42 0.20
H 2.67012 -0.38591 0.77701 -0.21 1.50 0.32
H 3.37414 1.29893 1.00064 -0.86 -0.15 0.13
H 0.13981 2.28424 -0.91793 -0.13 0.72 -0.52
```
Forces are in eV/Å.

Results of the natural (NBO) charge analysis, in e, for atoms 1 through 2: atom 1 (C): -0.63, atom 2 (C): -1.19

=====

The following is a quantum chemistry calculation of a gas-phase ion, C3H7N2S (charge +1) in a non-equilibrium geometry, from OMol25.

Output
Total charge: +1
SMILES: S[C@@H]1C[NH+]=CN1
Kohn-Sham gap, eV: 9.061
Maximum force, eV/Å: 6.9
HOMO energy, eV: -13.52
Relative energy (zero: lowest compared OMol25 entry of this formula, charge and spin), kJ/mol: 160.5
E_tot, hartree: -625.9110

The geometry in XYZ format:
```
13
Properties=species:S:1:pos:R:3:forces:R:3
S -2.15232 0.03765 0.49231 -0.57 -1.20 -2.47
C -0.63466 0.02823 -0.68822 0.21 -0.80 2.27
C 0.38310 -1.07967 -0.19188 -1.91 -0.26 1.12
N 1.20313 -0.31580 0.82233 -0.12 1.29 -0.08
C 1.01383 0.96785 0.70769 -4.61 -0.23 -4.78
N 0.02086 1.26277 -0.38451 4.81 -2.19 4.39
H -3.05501 -0.76142 -0.29167 1.31 1.05 1.07
H -0.71137 0.04863 -1.74866 -1.11 -0.73 -0.79
H -0.16399 -2.03398 0.14030 0.91 1.77 0.29
H 1.01316 -1.40778 -0.94931 1.42 -0.29 -1.52
H 2.03691 -0.51609 1.39793 -0.88 -1.03 -0.51
H 1.51370 1.67696 1.28754 0.69 1.23 0.60
H -0.46733 2.09267 -0.59385 -0.15 1.41 0.42
```
Forces are in eV/Å.

Results of the natural (NBO) charge analysis, in e, for atoms 1 through 2: atom 1 (S): -0.07, atom 2 (C): -0.15

=====

The following is a quantum chemistry calculation of a gas-phase ion, C4H11N2OS (charge +1) in a non-equilibrium geometry, from OMol25.

Output
Total charge: +1
SMILES: CNC(=O)[C@H]([NH3+])CS
Kohn-Sham gap, eV: 9.961
Maximum force, eV/Å: 4.6
HOMO energy, eV: -13.50
Relative energy (zero: lowest compared OMol25 entry of this formula, charge and spin), kJ/mol: 236.3
E_tot, hartree: -741.6463

The geometry in XYZ format:
```
19
Properties=species:S:1:pos:R:3:forces:R:3
C -2.42136 -0.15664 1.89701 -2.22 0.52 0.76
N -1.67354 0.99787 1.38278 -0.42 0.02 -0.32
C -0.37604 0.90681 0.96848 -0.15 0.88 -0.44
O 0.30499 1.88986 0.83755 0.76 1.53 0.03
C 0.35249 -0.37935 0.41204 -1.21 0.85 1.89
N 1.85043 0.04365 0.25226 2.04 -4.13 0.53
C -0.25530 -0.59304 -0.95424 1.07 1.89 -2.39
S 1.08143 -1.17260 -2.26236 -1.10 0.31 1.62
H -2.92341 -0.88246 1.24093 0.65 0.53 -0.85
H -3.31866 0.27363 2.40750 0.86 -0.32 -0.09
H -1.92322 -0.77398 2.63592 0.57 0.35 0.23
H -2.13104 1.99992 1.42687 1.66 -2.87 -0.03
H 0.08628 -1.16670 1.24169 1.67 0.70 -2.00
H 2.22728 0.64102 0.96558 -0.49 0.71 0.92
H 2.15511 0.50292 -0.63570 -1.10 -0.52 0.32
H 2.51712 -0.89715 0.34862 -2.23 2.81 -0.57
H -0.76798 0.38587 -1.38469 1.24 -2.05 0.97
H -0.96532 -1.34338 -0.83978 -1.36 -1.29 -0.22
H 0.26406 -1.05433 -3.29456 -0.27 0.08 -0.36
```
Forces are in eV/Å.

Results of the natural (NBO) charge analysis, in e, for atoms 1 through 2: atom 1 (C): -0.46, atom 2 (N): -0.62